i | The following is a DFT calculation (ωB97M-V with the def2-TZVPD basis set) of the ion CCl2NO2S with charge -1.

Each line ends with the natural charge from an NBO analysis.
CARTESIAN COORDINATES (ANGSTROEM)
C 1.05 0.15 -0.56  -0.327
N -1.12 -0.39 1.57  -0.741
O -1.38 -1.12 -0.84  -0.958
O -1.17 1.28 -0.46  -0.975
S -0.89 -0.03 0.02  2.085
Cl 1.60 -1.37 0.06  -0.037
Cl 1.91 1.47 0.22  -0.048

* highest occupied orbital energy (spin up / spin down): -5.56 / -4.64 eV
* net charge: -1
* HOMO-LUMO gap (spin up / spin down): 8.0 / 7.9 eV

---

ii | The following is a DFT calculation (ωB97M-V with the def2-TZVPD basis set) of the ion CCl2NO2S with charge -1.

Each line ends with the natural charge from an NBO analysis.
CARTESIAN COORDINATES (ANGSTROEM)
C 1.17 0.10 0.13  0.097
N 0.14 0.89 -0.07  -0.631
O -1.81 -0.83 0.71  -1.022
O -1.73 0.38 -1.43  -1.032
S -1.62 0.47 0.04  1.614
Cl 2.75 0.59 -0.02  0.026
Cl 1.11 -1.60 0.65  -0.053

* highest occupied orbital energy: -4.18 eV
* net charge: -1
* HOMO-LUMO gap: 7.4 eV

---

Q: What are the energies relative to the best structure? A: i 0.1471; ii 0.0000, in hartree.

---

i | The following is a DFT calculation (ωB97M-V with the def2-TZVPD basis set) of a cluster of 2 separate species, CH8NS in total.

Each line ends with the natural charge from an NBO analysis.
CARTESIAN COORDINATES (ANGSTROEM)
N 0.65 1.77 0.49  -0.942
H -0.02 1.42 -0.28  0.466
H 1.31 1.23 1.05  0.467
H 0.22 2.53 1.00  0.457
H 1.34 2.00 -0.33  0.465
C -0.52 -1.62 0.17  -0.710
S -0.87 -0.28 -1.09  -0.125
H -1.37 -2.30 0.34  0.249
H -0.15 -1.25 1.09  0.216
H 0.14 -2.38 -0.20  0.243
H -0.73 -1.13 -2.23  0.215

* highest occupied orbital energy: -13.71 eV
* net charge: +1
* HOMO-LUMO gap: 9.6 eV

---

ii | The following is a DFT calculation (ωB97M-V with the def2-TZVPD basis set) of a cluster of 2 separate species, CH8NS in total.

Each line ends with the natural charge from an NBO analysis.
CARTESIAN COORDINATES (ANGSTROEM)
N 0.93 1.97 1.08  -0.879
H 0.35 1.21 0.65  0.458
H 1.70 2.22 0.46  0.457
H 1.27 1.73 2.01  0.454
H 0.32 2.79 1.19  0.455
C -0.08 -1.82 0.19  -0.720
S -0.50 -0.31 -0.72  -0.113
H 0.29 -2.58 -0.48  0.242
H -0.95 -2.19 0.73  0.239
H 0.68 -1.59 0.91  0.219
H -1.54 -0.79 -1.43  0.189

* highest occupied orbital energy: -13.36 eV
* net charge: +1
* HOMO-LUMO gap: 9.3 eV

---

Q: What are the energies relative to the best structure? A: i 0.0424; ii 0.0000, in hartree.

---

i | The following is a DFT calculation (ωB97M-V with the def2-TZVPD basis set) of the ion C4H8NO2 with charge -1.

Each line ends with the natural charge from an NBO analysis.
CARTESIAN COORDINATES (ANGSTROEM)
O -0.79 -1.46 0.30  -0.679
C -0.13 -0.33 0.11  0.703
N 1.23 -0.03 0.38  -0.881
C 1.91 -0.78 1.88  0.201
O 2.40 0.00 2.76  -0.813
C -0.77 0.87 -0.61  -0.529
C -2.01 0.56 -1.48  -0.617
H 1.99 -0.27 -0.24  0.385
H 2.70 -1.23 1.23  0.033
H 1.09 -1.51 1.92  0.116
H -0.70 1.64 0.25  0.243
H 0.09 1.16 -1.22  0.225
H -2.98 0.43 -0.95  0.207
H -1.84 -0.41 -2.05  0.217
H -2.20 1.35 -2.27  0.188

* highest occupied orbital energy: -3.32 eV
* net charge: -1
* HOMO-LUMO gap: 7.1 eV

---

ii | The following is a DFT calculation (ωB97M-V with the def2-TZVPD basis set) of a structure of composition C4H8NO2.

Each line ends with the natural charge from an NBO analysis.
CARTESIAN COORDINATES (ANGSTROEM)
C -2.57 0.22 -0.54  -0.655
C -1.42 -0.87 -0.62  -0.184
N -0.70 -1.06 0.57  -0.813
C 0.12 -0.03 1.07  -0.294
C 1.31 0.50 0.10  0.586
O 2.17 -0.54 -0.29  -0.621
O 1.37 1.70 -0.08  -0.590
H -3.34 -0.11 0.13  0.191
H -2.08 1.16 -0.22  0.192
H -2.88 0.40 -1.59  0.169
H -1.94 -1.79 -0.92  0.157
H -0.74 -0.55 -1.49  0.055
H 1.17 -0.38 -0.78  0.486
H -0.42 0.88 1.46  0.130
H 0.62 -0.47 1.94  0.190

* highest occupied orbital energy: -1.90 eV
* net charge: -1
* HOMO-LUMO gap: 5.9 eV

---

Q: What are the energies relative to the best structure? A: i 0.0000; ii 0.0670, in hartree.

---

i | The following is a DFT calculation (ωB97M-V with the def2-TZVPD basis set) of the ion C4H8NO2 with charge -1.

Each line ends with the natural charge from an NBO analysis.
CARTESIAN COORDINATES (ANGSTROEM)
C -0.69 -0.51 -1.02  -0.436
N -0.50 -0.15 0.38  -0.401
C 0.05 -1.39 1.06  -0.425
C 0.72 0.75 0.43  -0.369
C 0.14 2.01 -0.33  0.751
O -0.40 2.84 0.34  -0.741
O 0.49 2.07 -1.56  -0.830
H -1.07 0.48 -1.51  0.239
H -1.42 -1.25 -1.25  0.166
H 0.04 -0.81 -1.57  0.161
H 0.82 -1.97 0.46  0.154
H -0.79 -2.08 1.16  0.171
H 0.30 -1.31 2.04  0.184
H 0.75 0.97 1.56  0.197
H 1.57 0.35 -0.18  0.179

* highest occupied orbital energy: -3.74 eV
* net charge: -1
* HOMO-LUMO gap: 7.7 eV

---

ii | The following is a DFT calculation (ωB97M-V with the def2-TZVPD basis set) of the ion C4H8NO2 with charge -1.

Each line ends with the natural charge from an NBO analysis.
CARTESIAN COORDINATES (ANGSTROEM)
C 0.94 0.16 1.62  0.024
O 1.55 -1.02 1.52  -0.932
C -0.09 0.44 0.33  -0.103
C -0.30 -0.91 -0.32  -0.574
C -1.32 -0.83 -1.41  0.448
O -1.97 -1.77 -1.82  -0.580
N 0.63 1.37 -0.56  -0.863
H 0.23 0.27 2.49  0.036
H 1.58 1.05 1.71  0.091
H -1.00 0.88 0.72  0.155
H 0.68 -1.31 -0.58  0.280
H -0.67 -1.59 0.45  0.253
H -1.35 0.15 -1.93  0.081
H 0.18 2.24 -0.83  0.343
H 0.91 0.87 -1.40  0.341

* highest occupied orbital energy: -2.43 eV
* net charge: -1
* HOMO-LUMO gap: 6.3 eV

---

iii | The following is a DFT calculation (ωB97M-V with the def2-TZVPD basis set) of the ion C4H8NO2 with charge -1.

Each line ends with the natural charge from an NBO analysis.
CARTESIAN COORDINATES (ANGSTROEM)
O 1.90 -2.48 -1.09  -0.789
C 1.10 -2.03 -0.24  0.789
O 0.12 -2.50 0.37  -0.793
C 1.33 -0.44 -0.07  -0.547
C 0.05 0.21 -0.60  -0.411
C -0.64 0.92 0.60  -0.221
N -1.94 1.59 0.50  -0.854
H 2.27 -0.23 -0.61  0.204
H 1.55 -0.20 0.97  0.183
H -0.63 -0.49 -1.07  0.215
H 0.29 0.97 -1.39  0.168
H -0.67 0.08 1.37  0.204
H 0.01 1.70 1.06  0.162
H -2.72 0.98 0.67  0.349
H -2.02 1.91 -0.47  0.339

* highest occupied orbital energy: -3.66 eV
* net charge: -1
* HOMO-LUMO gap: 7.7 eV

---

Q: What are the energies relative to the best structure? A: i 0.0655; ii 0.0823; iii 0.0000, in hartree.

---

i | The following is a DFT calculation (ωB97M-V with the def2-TZVPD basis set) of the ion C4H8NO2 with charge -1.

Each line ends with the natural charge from an NBO analysis.
CARTESIAN COORDINATES (ANGSTROEM)
O 2.26 -0.56 1.50  -0.586
C 1.51 -0.02 0.73  0.467
C 0.02 -0.09 0.83  -0.189
C -0.65 -0.07 -0.57  -0.429
C -0.61 1.25 -1.45  -0.011
O -0.40 2.36 -0.70  -0.962
N -0.32 -1.36 1.46  -0.853
H 1.94 0.44 -0.22  0.121
H -0.48 0.70 1.40  0.238
H -0.03 -0.75 -1.16  0.161
H -1.71 -0.41 -0.44  0.187
H -1.59 1.31 -1.98  0.088
H 0.21 0.97 -2.17  0.054
H -0.60 -2.05 0.77  0.349
H 0.44 -1.72 2.01  0.364

* highest occupied orbital energy: -2.56 eV
* net charge: -1
* HOMO-LUMO gap: 6.5 eV

---

ii | The following is a DFT calculation (ωB97M-V with the def2-TZVPD basis set) of a structure of composition C4H8NO2.

Each line ends with the natural charge from an NBO analysis.
CARTESIAN COORDINATES (ANGSTROEM)
O -2.54 -0.67 0.27  -0.767
C -1.29 -0.57 0.95  -0.092
C -0.23 -0.52 -0.15  -0.065
C -0.59 0.56 -1.23  -0.660
N 0.55 -0.18 0.95  -0.276
C 1.95 0.26 0.25  0.081
O 2.48 -0.56 -0.65  -0.771
H -1.46 0.26 1.67  0.220
H -1.20 -1.41 1.67  0.195
H 0.16 0.68 -2.00  0.218
H -1.57 0.38 -1.39  0.252
H -0.61 1.47 -0.64  0.191
H 0.10 -1.47 -0.58  0.249
H 2.46 0.51 1.23  0.139
H 1.78 1.26 -0.35  0.086

* highest occupied orbital energy: -3.93 eV
* net charge: -1
* HOMO-LUMO gap: 6.0 eV

---

Q: What are the energies relative to the best structure? A: i 0.0000; ii 0.2275, in hartree.

---

i | The following is a DFT calculation (ωB97M-V with the def2-TZVPD basis set) of a structure of composition C4H8NO2.

Each line ends with the natural charge from an NBO analysis.
CARTESIAN COORDINATES (ANGSTROEM)
C -1.69 -0.20 -0.64  0.500
C 0.49 -0.91 1.26  -0.601
C 1.13 0.31 -0.91  -0.640
C 0.04 0.01 0.13  -0.085
N -0.62 1.24 0.72  -0.353
O -1.90 1.00 0.21  -0.491
O -2.37 -1.22 -0.45  -0.779
H -1.36 0.18 -1.63  0.046
H 0.89 -1.96 0.79  0.169
H -0.19 -1.26 2.01  0.218
H 1.43 -0.54 1.79  0.167
H 2.06 0.77 -0.48  0.165
H 0.95 1.13 -1.64  0.193
H 1.29 -0.60 -1.36  0.206
H -0.16 2.05 0.19  0.284

* highest occupied orbital energy: -2.47 eV
* net charge: -1
* HOMO-LUMO gap: 6.5 eV

---

ii | The following is a DFT calculation (ωB97M-V with the def2-TZVPD basis set) of the ion C4H8NO2 with charge -1.

Each line ends with the natural charge from an NBO analysis.
CARTESIAN COORDINATES (ANGSTROEM)
O 0.05 -1.14 -1.77  -0.716
C 0.16 -0.49 -0.73  0.647
N 1.27 -0.33 0.00  -0.767
C 1.61 -0.93 1.66  0.223
O 2.59 -1.72 1.59  -0.806
C -1.07 0.22 -0.18  -0.486
C -1.42 1.43 -1.05  -0.592
H 2.00 -0.92 -0.40  0.370
H 0.61 -1.39 1.89  0.061
H 1.63 0.04 2.15  0.080
H -1.90 -0.49 -0.18  0.200
H -0.91 0.53 0.85  0.196
H -0.55 2.01 -1.35  0.206
H -2.13 2.08 -0.53  0.183
H -1.95 1.10 -1.94  0.203

* highest occupied orbital energy: -3.78 eV
* net charge: -1
* HOMO-LUMO gap: 7.8 eV

---

Q: What are the energies relative to the best structure? A: i 0.1254; ii 0.0000, in hartree.

---

i | The following is a DFT calculation (ωB97M-V with the def2-TZVPD basis set) of the ion C4H8NO2 with charge -1.

Each line ends with the natural charge from an NBO analysis.
CARTESIAN COORDINATES (ANGSTROEM)
C 1.64 1.19 0.46  -0.747
C 1.64 -0.29 0.06  0.677
N 0.37 -0.76 -0.11  -0.603
C -0.79 -0.05 -0.60  -0.277
C -2.16 -0.54 0.02  0.006
O -3.19 -0.46 -0.81  -0.932
O 2.60 -1.04 0.03  -0.670
H 1.50 2.04 -0.23  0.234
H 1.05 1.22 1.37  0.237
H 2.75 1.33 0.66  0.220
H 0.46 -1.77 -0.22  0.387
H -1.00 -0.38 -1.63  0.192
H -0.58 1.00 -0.53  0.180
H -2.21 0.04 1.06  0.018
H -2.05 -1.53 0.48  0.077

* highest occupied orbital energy: -2.51 eV
* net charge: -1
* HOMO-LUMO gap: 6.2 eV

---

ii | The following is a DFT calculation (ωB97M-V with the def2-TZVPD basis set) of a cluster of 2 separate species, C4H8NO2 in total.

Each line ends with the natural charge from an NBO analysis.
CARTESIAN COORDINATES (ANGSTROEM)
O -1.66 -0.47 -1.27  -0.788
C -2.69 -0.04 -0.65  0.614
O -2.65 0.50 0.51  -0.809
H -3.65 -0.01 -1.20  0.027
N -0.20 -0.33 1.51  -0.885
C 0.49 0.55 0.59  -0.278
C 2.20 -0.19 -1.06  -0.440
C 1.84 -0.02 0.24  -0.151
H -0.18 -1.34 1.19  0.338
H -1.20 -0.11 1.45  0.416
H 0.58 1.50 1.14  0.171
H -0.07 0.72 -0.34  0.222
H 3.19 -0.57 -1.34  0.175
H 1.51 0.15 -1.84  0.205
H 2.50 -0.34 1.07  0.180

* highest occupied orbital energy: -4.34 eV
* net charge: -1
* HOMO-LUMO gap: 8.4 eV

---

iii | The following is a DFT calculation (ωB97M-V with the def2-TZVPD basis set) of a cluster of 2 separate species, C4H8NO2 in total.

Each line ends with the natural charge from an NBO analysis.
CARTESIAN COORDINATES (ANGSTROEM)
C -1.22 0.61 0.25  -0.621
C -0.43 -0.26 -0.78  -0.451
C -2.60 0.33 0.08  0.326
C 0.40 -1.29 0.21  -0.015
N -3.69 0.03 0.09  -0.441
O 3.07 1.14 -0.16  -1.017
O 0.80 -0.62 1.29  -0.933
H 2.57 0.42 0.38  0.528
H -1.05 1.76 0.31  0.221
H -1.02 -0.74 -1.59  0.189
H 0.45 0.27 -1.17  0.200
H -0.27 -2.13 0.49  0.084
H 1.17 -1.78 -0.34  0.114
H 2.51 2.03 -0.28  0.468
H -0.71 0.23 1.23  0.347

* highest occupied orbital energy: -3.57 eV
* net charge: -1
* HOMO-LUMO gap: 7.5 eV

---

iv | The following is a DFT calculation (ωB97M-V with the def2-TZVPD basis set) of the ion C4H8NO2 with charge -1.

Each line ends with the natural charge from an NBO analysis.
CARTESIAN COORDINATES (ANGSTROEM)
C -0.10 1.19 -0.10  -0.495
C -1.63 0.93 0.13  -0.304
C 0.44 0.02 -0.77  0.007
C 1.92 -1.23 0.37  -0.249
N -1.83 -0.56 0.25  -0.120
O -2.89 -0.98 -0.28  -0.564
O 1.84 -0.19 -0.57  -0.577
H -0.13 2.27 -0.51  0.161
H 0.28 1.27 0.96  0.189
H -2.02 1.33 1.04  0.172
H -2.11 1.22 -0.81  0.156
H 0.11 -0.34 -1.80  0.152
H 1.14 -1.43 1.06  0.198
H 2.84 -1.22 1.10  0.134
H 2.15 -2.27 -0.06  0.142

* highest occupied orbital energy (spin up / spin down): -1.12 / -2.23 eV
* net charge: -1
* HOMO-LUMO gap (spin up / spin down): 5.2 / 6.3 eV

---

Q: What are the energies relative to the best structure? A: i 0.0384; ii 0.0000; iii 0.0489; iv 0.2188, in hartree.

---

i | The following is a DFT calculation (ωB97M-V with the def2-TZVPD basis set) of the ion C8H12N3 with charge +1.

Each line ends with the natural charge from an NBO analysis.
CARTESIAN COORDINATES (ANGSTROEM)
C -2.69 1.03 0.59  -0.357
C -3.52 0.12 -0.02  0.111
C -0.08 1.09 0.68  -0.052
C -1.29 0.61 0.37  -0.085
C -1.48 -0.62 -0.34  0.376
C 0.88 -1.02 -0.23  0.094
C 1.15 -1.71 1.10  -0.648
C 1.34 1.20 -1.41  -0.419
N -0.56 -1.41 -0.77  -0.379
N -2.81 -0.89 -0.60  -0.565
N 1.11 0.44 -0.13  -0.359
H -2.99 2.06 0.67  0.248
H -4.62 -0.08 0.12  0.253
H 0.15 1.86 1.37  0.243
H 1.46 -1.33 -1.08  0.225
H 2.08 -2.22 0.97  0.245
H 0.39 -2.44 1.25  0.261
H 1.23 -0.98 1.89  0.221
H 0.67 0.96 -2.24  0.263
H 1.30 2.26 -1.03  0.237
H 2.40 1.14 -1.57  0.233
H -3.10 -1.77 -0.87  0.430
H 1.88 0.52 0.44  0.425

* highest occupied orbital energy (spin up / spin down): -11.94 / -11.94 eV
* net charge: +1
* HOMO-LUMO gap (spin up / spin down): 7.6 / 7.6 eV

---

ii | The following is a DFT calculation (ωB97M-V with the def2-TZVPD basis set) of a cluster of 2 separate species, C8H12N3 in total.

Each line ends with the natural charge from an NBO analysis.
CARTESIAN COORDINATES (ANGSTROEM)
C -2.20 -2.18 -1.58  -0.035
C -1.73 -1.84 -0.35  0.064
C -0.99 -0.53 -2.62  -0.013
C -0.40 -0.16 -1.40  0.376
C 1.43 1.43 -1.47  0.066
C 1.92 1.27 1.85  -0.668
C -0.28 0.04 2.40  -0.509
C 0.38 1.15 2.05  -0.095
N -1.80 -1.56 -2.71  -0.264
N -0.86 -0.84 -0.21  -0.453
N 0.28 1.02 -1.18  -0.404
H -2.76 -3.02 -1.83  0.241
H -1.87 -2.42 0.56  0.247
H -0.58 -0.05 -3.56  0.239
H 1.63 2.54 -1.33  0.218
H 2.15 0.80 -1.90  0.184
H 2.52 1.72 2.77  0.262
H 2.42 0.31 1.54  0.216
H 2.12 1.94 1.04  0.210
H 0.35 -0.82 2.71  0.212
H -0.27 -0.80 0.68  0.479
H -1.29 -0.05 2.60  0.220
H -0.17 2.04 1.94  0.208

* highest occupied orbital energy: -13.60 eV
* net charge: +1
* HOMO-LUMO gap: 8.6 eV

---

Q: What are the energies relative to the best structure? A: i 0.0000; ii 0.0220, in hartree.